(1)
{"formula": "C22H22CdN3O4S7", "method": "wB97M-V/def2-TZVPD", "symbols": ["Cd", "C", "C", "O", "N", "C", "C", "C", "C", "C", "C", "N", "H", "H", "H", "H", "H", "H", "H", "H", "H", "H", "S", "C", "C", "C", "C", "C", "C", "C", "C", "C", "N", "H", "H", "H", "H", "H", "H", "C", "S", "O", "O", "O", "H", "H", "H", "C", "S", "C", "C", "S", "S", "C", "S", "S", "H", "H", "H"], "xyz": [[7.01655, 8.65045, 9.81701], [4.50446, 6.11817, 13.23400], [5.32716, 6.32093, 11.94987], [5.22035, 7.36643, 11.28628], [6.01252, 5.26390, 11.48085], [6.80876, 5.22572, 10.25826], [5.99160, 5.74765, 9.10672], [4.91716, 5.00539, 8.59556], [4.15258, 5.53298, 7.56893], [4.42855, 6.79742, 7.06951], [5.56338, 7.48188, 7.56934], [6.34773, 6.91449, 8.51337], [4.19962, 7.10824, 13.61852], [5.02801, 5.57642, 14.02918], [3.60286, 5.49799, 12.98559], [6.06765, 4.47666, 12.11859], [7.09207, 4.21410, 10.11514], [7.73965, 5.82835, 10.35255], [4.65993, 4.03084, 9.09173], [3.32561, 4.96238, 7.17008], [3.76076, 7.32860, 6.40374], [5.85343, 8.47733, 7.18769], [5.44708, 12.81449, 11.45532], [5.88842, 11.71640, 12.66682], [6.27110, 10.49352, 12.17493], [6.37988, 10.49665, 10.77825], [6.08626, 11.72041, 10.23520], [6.17681, 12.19468, 8.83468], [6.26497, 13.56202, 8.56695], [6.29070, 13.99424, 7.21669], [6.13125, 13.02791, 6.22438], [5.98152, 11.67156, 6.60711], [6.09802, 11.27795, 7.86117], [5.76486, 12.02459, 13.71198], [6.54089, 9.64062, 12.75258], [6.34864, 14.24986, 9.40871], [6.52748, 15.03342, 6.92157], [6.02872, 13.29170, 5.14848], [5.89158, 10.86633, 5.83155], [10.51838, 9.78742, 10.75918], [9.73414, 8.46122, 11.69756], [10.73731, 7.53958, 12.15812], [8.84857, 7.73946, 10.67095], [8.92476, 9.09086, 12.72948], [10.97932, 9.39724, 9.83219], [11.32254, 10.17328, 11.41303], [9.78455, 10.53646, 10.50908], [10.97316, 6.19856, 8.69042], [10.68652, 6.58572, 6.94797], [11.25886, 8.13021, 6.73450], [10.56510, 9.38189, 6.87734], [8.97170, 9.61014, 7.41395], [11.57977, 10.77269, 6.53090], [13.02853, 9.94593, 6.09187], [14.34250, 10.86647, 5.86650], [12.83997, 8.25431, 6.06826], [10.78888, 5.08900, 8.81066], [10.30629, 6.80548, 9.27824], [12.00845, 6.36510, 9.00044]], "forces_ev_per_a": [[0.65, 0.96, 0.27], [-0.28, -0.13, -0.25], [-0.94, 1.27, -0.81], [0.35, -0.97, 0.88], [0.13, -0.89, 1.05], [0.24, 1.88, 0.41], [-0.38, 0.07, -1.72], [0.35, -0.52, 1.00], [-0.10, 0.13, -0.08], [0.96, 0.81, 0.74], [-0.46, -1.23, -0.28], [-0.81, 0.23, 0.43], [0.11, -0.58, -0.33], [0.16, 0.12, -0.23], [0.66, 0.69, 0.11], [0.17, 0.20, -0.37], [0.18, -0.98, -0.32], [-0.53, -0.23, 0.06], [0.28, 1.04, -0.72], [-0.13, 0.02, 0.04], [0.11, -0.27, -0.23], [-0.05, -0.62, 0.34], [1.00, 0.02, -0.52], [-0.59, -0.57, 1.32], [-0.22, 1.22, 0.51], [0.35, -0.24, -1.64], [-0.45, -0.06, -0.14], [-0.52, 0.03, 0.29], [0.24, 0.40, -1.04], [0.36, -0.47, 0.45], [-0.72, -0.42, -0.52], [0.90, 0.51, -0.68], [-0.61, -0.48, 0.02], [-0.02, -0.32, -0.48], [0.15, -0.22, 0.55], [0.09, -0.06, -0.39], [-0.45, -0.62, 0.42], [0.32, -0.14, 0.96], [0.04, 0.86, 0.76], [0.91, -0.76, 0.27], [-1.20, -0.22, -0.81], [0.54, -0.04, 0.05], [0.41, 0.55, 0.71], [0.29, -0.10, -0.33], [-0.36, 0.01, 0.50], [-0.52, -0.01, -0.28], [-0.24, 0.22, 0.03], [0.38, -1.03, 0.05], [-1.04, -2.23, -0.10], [-0.85, 4.16, -0.07], [0.93, -2.51, 0.24], [-0.43, 0.35, -0.02], [-0.67, -0.49, 0.12], [-1.00, -0.03, 0.46], [1.53, 0.41, -0.58], [1.16, 0.05, -0.16], [-0.09, 1.22, -0.09], [-0.23, -0.10, 0.42], [-0.08, 0.12, -0.19]], "energy_ha": -4271.91037, "e_homo_ev": -3.91, "gap_ha": 0.211, "charge": -1}

(2)
{"formula": "C22H22ClN3O4", "method": "wB97M-V/def2-TZVPD", "symbols": ["C", "O", "C", "C", "C", "Cl", "C", "C", "C", "O", "C", "C", "C", "C", "C", "O", "N", "C", "C", "C", "C", "C", "C", "C", "C", "C", "N", "C", "N", "O", "H", "H", "H", "H", "H", "H", "H", "H", "H", "H", "H", "H", "H", "H", "H", "H", "H", "H", "H", "H", "H", "H"], "xyz": [[3.06630, 0.80070, -2.52809], [3.24572, -0.36442, -1.75337], [4.06802, -0.30798, -0.66192], [4.94819, 0.74392, -0.43767], [5.78660, 0.74015, 0.66395], [6.87171, 2.06535, 0.89332], [5.76730, -0.30354, 1.56903], [4.88042, -1.34094, 1.35863], [4.02269, -1.36654, 0.26474], [3.22286, -2.47525, 0.20436], [2.08589, -2.51732, -0.62156], [1.17684, -1.34184, -0.46856], [0.21400, -0.82952, -1.29396], [-0.26874, 0.29397, -0.58231], [-1.27762, 1.28606, -1.05356], [-1.09330, 1.91396, -2.08087], [-2.37871, 1.41399, -0.28821], [-3.32109, 2.47741, -0.57174], [-3.56820, 3.27865, 0.70135], [-4.18568, 2.38988, 1.79294], [-3.98912, 0.90617, 1.47594], [-2.58758, 0.62973, 0.92339], [-2.44312, -0.84293, 0.62633], [-3.00811, -1.40424, -0.51378], [-2.83717, -2.75595, -0.75783], [-2.10032, -3.49899, 0.15162], [-1.57177, -2.98088, 1.24691], [-1.74654, -1.69404, 1.47986], [0.37286, 0.42730, 0.55180], [1.26414, -0.58682, 0.63017], [2.25344, 0.57168, -3.21544], [3.96673, 1.04419, -3.09941], [2.77808, 1.65325, -1.90727], [4.99649, 1.57044, -1.12673], [6.42226, -0.30317, 2.42453], [4.82560, -2.16592, 2.05005], [1.55812, -3.42648, -0.30701], [2.35843, -2.61349, -1.68038], [-0.10444, -1.18462, -2.24977], [-2.87265, 3.09925, -1.34944], [-4.25962, 2.06633, -0.95917], [-4.21897, 4.12378, 0.47819], [-2.61031, 3.67626, 1.04025], [-3.72527, 2.62021, 2.75438], [-5.25454, 2.58713, 1.88603], [-4.72894, 0.57397, 0.74556], [-4.13084, 0.30842, 2.37762], [-1.84174, 0.91837, 1.67641], [-3.55612, -0.78564, -1.21051], [-3.25992, -3.21940, -1.63566], [-1.92277, -4.55568, 0.00187], [-1.28946, -1.31489, 2.38498]], "forces_ev_per_a": [[-0.08, 0.19, -0.15], [0.40, -0.27, 0.31], [0.00, -0.12, 0.03], [-0.04, -0.03, -0.02], [-0.17, -0.24, 0.01], [0.17, 0.21, 0.04], [0.02, 0.14, -0.10], [-0.21, 0.00, -0.30], [0.30, 0.21, 0.07], [0.15, 0.08, 0.03], [-0.30, -0.23, -0.12], [-0.78, 0.21, -0.67], [0.43, -0.22, 0.51], [1.02, -0.46, 0.05], [-0.04, 0.13, 0.03], [0.20, -0.07, -0.19], [-0.20, 0.14, 0.08], [-0.03, 0.51, -0.16], [-0.09, -0.09, -0.10], [-0.02, -0.04, 0.00], [0.13, 0.24, 0.10], [-0.04, -0.40, 0.44], [-0.13, -0.31, 0.05], [0.04, -0.06, 0.23], [-0.01, 0.07, 0.06], [-0.13, -0.11, -0.28], [0.27, -0.37, 0.34], [-0.19, 0.42, -0.09], [-0.77, 1.14, 0.05], [0.37, -0.68, -0.04], [0.05, 0.07, 0.02], [-0.02, 0.00, 0.03], [0.01, -0.03, 0.00], [-0.01, 0.06, -0.07], [0.07, 0.02, 0.08], [-0.02, -0.11, 0.09], [0.07, 0.17, -0.09], [-0.11, 0.03, 0.22], [-0.03, -0.10, -0.26], [-0.15, -0.12, 0.08], [0.05, 0.04, -0.05], [0.05, 0.06, 0.00], [0.01, 0.07, -0.04], [-0.06, 0.01, 0.05], [0.01, 0.03, 0.07], [-0.01, -0.08, -0.01], [0.01, -0.07, -0.09], [-0.14, -0.10, -0.04], [-0.04, 0.08, -0.08], [-0.03, -0.07, -0.08], [-0.04, -0.10, -0.10], [0.06, 0.16, 0.06]], "smiles": "COc1cc(Cl)ccc1OCc1cc(C(=O)N2CCCC[C@H]2c2cccnc2)no1", "energy_ha": -1776.90663, "e_homo_ev": -8.18, "gap_ha": 0.325, "e_above_lowest_kcal_mol": 79.0, "charge": 0}

(3)
{"formula": "C22H22FeN2O2P", "method": "wB97M-V/def2-TZVPD", "symbols": ["Fe", "N", "C", "O", "C", "C", "H", "H", "H", "H", "H", "H", "O", "N", "C", "C", "C", "C", "C", "C", "C", "P", "C", "C", "C", "C", "C", "C", "C", "C", "C", "C", "C", "C", "H", "H", "H", "H", "H", "H", "H", "H", "H", "H", "H", "H", "H", "H", "H", "H"], "xyz": [[0.25008, 0.12987, 0.12835], [3.87220, -1.03004, 1.49810], [2.58989, -0.83001, 1.32699], [2.18187, -0.09941, 0.37407], [1.57917, -1.48114, 2.23710], [0.18705, -0.92598, 2.03733], [4.53830, -0.62405, 0.85621], [4.21788, -1.60374, 2.25207], [1.90546, -1.37095, 3.27639], [1.60577, -2.55258, 2.02246], [-0.03711, 0.00555, 2.55810], [-0.62779, -1.63886, 2.03902], [-1.66974, -1.10088, -0.70297], [-1.71249, 0.27405, -0.54382], [-2.80386, 0.87951, -0.29025], [-2.86010, 2.31439, -0.03800], [-4.14042, 2.86763, -0.03421], [-4.32664, 4.22998, 0.14358], [-3.22670, 5.04829, 0.32645], [-1.94605, 4.50504, 0.34672], [-1.73694, 3.14423, 0.16424], [-0.00720, 2.58333, 0.25142], [0.77430, 3.48136, 1.59956], [0.45734, 3.10098, 2.90537], [1.00719, 3.78104, 3.97774], [1.88184, 4.83760, 3.75099], [2.19809, 5.21946, 2.45520], [1.64476, 4.54585, 1.37541], [0.76602, 3.04252, -1.31094], [2.14265, 2.83632, -1.45482], [2.76056, 3.12556, -2.65860], [2.01101, 3.60231, -3.72827], [0.64346, 3.79034, -3.59412], [0.01611, 3.51081, -2.38863], [-2.51458, -1.58313, -0.68553], [-3.73734, 0.31745, -0.28168], [-4.99914, 2.22437, -0.18081], [-5.32530, 4.64386, 0.14055], [-3.35664, 6.11314, 0.46454], [-1.10065, 5.15990, 0.51898], [-0.24373, 2.29342, 3.09120], [0.75302, 3.49504, 4.98931], [2.31274, 5.36859, 4.58906], [2.87133, 6.04780, 2.28166], [1.88883, 4.85464, 0.36687], [2.73253, 2.46662, -0.62349], [3.82729, 2.98285, -2.76545], [2.49708, 3.82797, -4.66773], [0.06229, 4.16223, -4.42684], [-1.04976, 3.67228, -2.29227]], "forces_ev_per_a": [[-0.13, 0.24, 0.48], [0.06, -0.02, 0.06], [-0.30, 0.09, -0.06], [0.16, -0.09, -0.24], [0.02, -0.08, 0.14], [0.08, 0.44, -0.54], [0.00, 0.00, 0.00], [0.01, 0.01, -0.01], [0.03, -0.02, -0.01], [-0.01, -0.01, 0.00], [0.03, -0.15, 0.29], [-0.02, -0.01, 0.06], [0.36, -0.57, -0.37], [-0.05, -0.31, 0.20], [0.08, 0.09, -0.08], [-0.03, -0.03, -0.08], [0.02, 0.02, 0.01], [0.00, -0.02, 0.00], [-0.01, 0.02, 0.00], [0.01, -0.02, 0.05], [-0.05, 0.03, 0.09], [0.09, -0.02, -0.01], [-0.01, 0.03, -0.02], [-0.03, -0.01, 0.02], [0.01, 0.02, 0.01], [0.00, 0.01, -0.01], [-0.02, -0.01, 0.01], [0.01, 0.01, -0.03], [-0.03, -0.04, -0.01], [0.02, -0.03, 0.01], [0.00, 0.01, -0.01], [0.00, -0.01, 0.01], [0.00, 0.00, 0.00], [-0.01, 0.02, -0.01], [-0.28, 0.41, 0.10], [-0.01, 0.02, -0.04], [0.00, 0.00, 0.00], [0.00, 0.00, 0.00], [0.00, 0.00, 0.00], [0.01, -0.01, 0.01], [0.01, 0.00, -0.02], [0.00, -0.01, 0.00], [0.00, 0.00, 0.00], [0.00, 0.00, 0.00], [0.00, -0.01, 0.00], [-0.01, 0.00, 0.00], [0.00, 0.00, 0.00], [0.00, 0.00, 0.00], [0.00, 0.00, 0.00], [0.00, 0.00, 0.01]], "energy_ha": -2715.98981, "spin_multiplicity": 6, "e_homo_ev": [-14.29, -14.66], "gap_ha": [0.291, 0.249], "charge": 2, "s2": 8.765}